{
  "formula": "C11H16O2SSbSe4Tc",
  "method": "ωB97M-V with the def2-TZVPD basis set",
  "symbols": ["Tc", "Se", "Sb", "Se", "Se", "Se", "C", "C", "C", "C", "C", "C", "C", "S", "C", "O", "H", "H", "H", "H", "H", "H", "H", "H", "H", "H", "C", "O", "C", "C", "H", "H", "H", "H", "H", "H"],
  "positions_angstrom": [[-0.81694, -0.86343, 2.28659], [0.85068, -4.60922, 3.85093], [-1.12256, -3.71624, 4.66815], [-0.88100, -1.05315, 4.55905], [-2.09529, -2.27747, 1.30196], [-3.23127, -4.07880, 5.53390], [0.32140, 0.38587, -5.03255], [0.70101, 0.02748, -3.62616], [1.00663, 1.01810, -2.68506], [1.37669, 0.69296, -1.39682], [1.43246, -0.65703, -1.04272], [1.11800, -1.66620, -1.95211], [0.75967, -1.31076, -3.24182], [1.89264, -1.19383, 0.54152], [3.43004, -0.36931, 0.85563], [0.94611, -0.38833, 1.53759], [0.30389, 1.46231, -5.18574], [-0.66373, -0.01517, -5.27466], [1.02865, -0.04875, -5.73992], [0.96596, 2.05840, -2.98229], [1.61852, 1.47218, -0.68525], [1.16487, -2.70839, -1.66097], [0.52535, -2.08424, -3.96233], [3.29483, 0.70327, 0.73467], [4.14337, -0.75923, 0.12918], [3.73761, -0.62372, 1.86770], [-3.21572, 2.31326, 0.71899], [-2.60330, 0.99275, 0.95404], [-1.68647, 0.81960, 1.82188], [-1.14807, 1.95923, 2.62237], [-2.47873, 2.95176, 0.24058], [-3.55924, 2.72507, 1.66317], [-4.04617, 2.10677, 0.05634], [-0.99358, 2.84602, 2.00696], [-0.20426, 1.69886, 3.10551], [-1.87207, 2.18941, 3.41171]],
  "forces_ev_per_a": [[0.17, 0.06, -0.49], [-0.10, 0.03, -0.02], [-0.11, -0.09, 0.09], [-0.10, 0.15, 0.36], [-0.06, 0.09, -0.04], [0.23, 0.00, -0.10], [-0.01, 0.02, 0.04], [-0.01, -0.01, -0.09], [0.00, 0.06, -0.01], [0.00, -0.14, -0.04], [-0.02, 0.05, -0.14], [-0.04, 0.14, -0.09], [0.02, -0.07, 0.08], [-0.21, -0.23, 0.35], [0.00, 0.08, -0.01], [0.17, 0.14, -0.15], [0.00, 0.00, 0.01], [0.01, 0.00, -0.01], [0.01, -0.01, 0.01], [0.00, -0.01, 0.00], [0.01, 0.00, 0.02], [0.01, 0.00, 0.01], [0.00, 0.01, 0.00], [0.05, 0.01, 0.02], [0.02, 0.01, 0.02], [0.02, 0.01, 0.00], [0.12, -0.16, 0.02], [-0.12, 0.06, 0.03], [-0.06, -0.20, 0.13], [0.11, -0.12, 0.08], [-0.04, 0.04, -0.02], [-0.02, 0.01, 0.00], [-0.01, 0.03, -0.02], [0.00, 0.00, -0.04], [-0.02, 0.03, 0.02], [0.00, 0.04, -0.01]],
  "nbo_charge": [0.342, -0.312, 0.972, -0.079, 0.375, -0.222, -0.649, 0.070, -0.193, -0.208, -0.276, -0.188, -0.196, 1.251, -0.793, -0.920, 0.233, 0.245, 0.252, 0.237, 0.228, 0.240, 0.242, 0.257, 0.277, 0.271, -0.270, -0.422, 0.505, -0.769, 0.213, 0.215, 0.243, 0.275, 0.261, 0.292],
  "e_lumo_ev": [-8.7814, -8.7819],
  "charge": 2,
  "orbital_gap_ev": [5.75, 5.75],
  "homo_ev": [-14.53, -14.53],
  "total_energy_ev": -296700.7310,
  "multiplicity": 1,
  "de_lowest_kj_mol": 0.0
}

***

{
  "formula": "C11H17AlClINO2PS",
  "method": "ωB97M-V with the def2-TZVPD basis set",
  "symbols": ["C", "C", "H", "H", "H", "O", "I", "Al", "P", "C", "C", "H", "H", "H", "C", "H", "H", "H", "H", "H", "H", "C", "O", "Cl", "S", "C", "N", "C", "C", "C", "C", "H", "H", "H", "H", "H"],
  "positions_angstrom": [[-3.28024, 0.26671, -1.19649], [-1.84020, 0.02749, -1.01717], [-3.76709, -0.67203, -1.50417], [-3.44841, 1.04355, -1.95111], [-3.73024, 0.58846, -0.24395], [-0.97400, 0.52669, -1.89678], [1.98181, 3.22734, -1.42503], [0.11214, 1.66487, -0.97075], [1.72977, -0.19465, -1.96475], [1.23757, -1.92040, -1.71993], [1.65830, 0.00095, -3.76804], [3.86533, 0.88397, -1.66058], [4.03922, -0.84471, -2.13988], [3.59775, -0.40488, -0.45014], [3.48964, -0.13433, -1.50721], [1.81574, 1.05340, -4.03030], [2.43464, -0.62521, -4.22896], [2.01516, -2.55897, -2.16458], [0.28298, -2.10317, -2.22619], [0.66439, -0.31478, -4.10968], [1.13695, -2.15225, -0.65408], [-1.37871, -0.82805, -0.01217], [-1.64383, -1.70539, 0.74478], [-1.49828, 2.90869, -0.12379], [0.93920, 0.37936, 0.79469], [0.06707, 0.33722, 2.27668], [-1.11921, 1.01425, 2.40039], [-1.91932, 0.89632, 3.50308], [-1.55493, 0.03780, 4.52366], [-0.34113, -0.65743, 4.43945], [0.48139, -0.47755, 3.33432], [-1.39142, 1.66749, 1.64019], [-2.83433, 1.48596, 3.49188], [-2.21596, -0.08345, 5.37943], [-0.04253, -1.34294, 5.23004], [1.43079, -0.99033, 3.20712]],
  "forces_ev_per_a": [[-0.61, -0.04, 0.32], [1.33, 1.44, -3.95], [0.00, 0.12, 0.10], [0.23, -0.22, 0.19], [0.01, -0.18, -0.24], [-1.92, -0.95, 2.04], [-0.15, 0.06, -0.26], [0.64, 1.10, 0.37], [0.88, -0.38, -0.69], [-0.15, -0.12, 0.15], [-0.20, 0.26, 0.03], [-0.01, -0.34, 0.02], [-0.10, 0.13, 0.19], [0.10, 0.04, -0.24], [-0.12, 0.14, 0.11], [0.03, -0.26, -0.06], [-0.20, 0.14, 0.09], [-0.28, 0.07, 0.11], [0.18, -0.07, 0.03], [0.27, 0.09, -0.04], [0.14, -0.08, -0.24], [-0.70, -3.38, 4.06], [1.31, 2.94, -2.70], [0.24, -0.37, -0.03], [-0.43, -0.26, -0.42], [-1.36, 0.23, 1.28], [0.19, -0.32, 0.80], [0.61, -0.10, -0.67], [0.01, 0.00, 0.02], [-0.20, 0.29, 0.00], [-0.02, 0.10, -0.69], [0.12, -0.15, 0.33], [0.25, -0.12, 0.06], [0.18, 0.05, -0.21], [-0.06, 0.18, -0.12], [-0.19, -0.03, 0.23]],
  "nbo_charge": [-0.687, 0.345, 0.295, 0.299, 0.281, -0.698, -0.111, 1.192, 1.067, -0.986, -0.967, 0.278, 0.268, 0.260, -0.968, 0.274, 0.274, 0.282, 0.252, 0.262, 0.250, 0.670, -0.298, -0.504, -0.030, 0.037, -0.488, 0.104, -0.218, -0.066, -0.206, 0.464, 0.260, 0.277, 0.271, 0.265],
  "e_lumo_ev": [-10.7908, -11.0050],
  "charge": 2,
  "orbital_gap_ev": [4.32, 3.64],
  "homo_ev": [-15.11, -14.65],
  "total_energy_ev": -64597.8082,
  "multiplicity": 1,
  "de_lowest_kj_mol": 175.1
}

***

{
  "formula": "C11H17AsBeN3O7S3",
  "method": "ωB97M-V with the def2-TZVPD basis set",
  "symbols": ["Be", "O", "As", "O", "O", "C", "C", "C", "C", "C", "C", "S", "O", "O", "O", "H", "H", "H", "H", "H", "O", "S", "N", "C", "C", "N", "C", "S", "N", "C", "C", "H", "H", "H", "H", "H", "H", "H", "H", "H", "H", "H", "H"],
  "positions_angstrom": [[-1.18346, 0.15758, -0.72696], [-4.82304, 1.57352, -0.09009], [-3.08947, 2.10522, -0.37226], [-0.69204, 2.38317, -0.58247], [-2.61785, 0.53690, -0.97422], [-2.64328, 2.11830, 1.62102], [-3.55155, 2.99826, 2.21916], [-3.47575, 3.39208, 3.54335], [-2.45950, 2.89420, 4.34296], [-1.56533, 1.98912, 3.79928], [-1.64907, 1.60760, 2.45872], [-0.40977, 0.37588, 2.06316], [0.86054, 1.03645, 1.76190], [-0.34144, -0.48965, 3.21024], [-0.89241, -0.35762, 0.85889], [-4.80082, 0.60534, -0.09628], [-4.36435, 3.39502, 1.61809], [-4.20557, 4.08347, 3.94863], [-2.36761, 3.18317, 5.38277], [-0.79880, 1.55831, 4.42856], [2.57754, 0.76386, -0.60648], [1.48586, 1.71171, -0.36600], [0.13525, 1.36219, -1.05470], [3.43660, -1.85412, -3.99215], [2.60478, -0.66815, -3.53033], [1.22395, -1.02762, -3.23968], [0.75644, -1.59307, -2.11555], [-0.92772, -1.80260, -1.95656], [1.65047, -1.93326, -1.18032], [1.29196, -2.41287, 0.15538], [2.24756, -3.50116, 0.60480], [4.44846, -1.52973, -4.24363], [2.99562, -2.32040, -4.87391], [3.50972, -2.61330, -3.21267], [2.56050, 0.09381, -4.30847], [3.05364, -0.17752, -2.66381], [0.49535, -0.63728, -3.81187], [2.46831, -1.33662, -1.16680], [0.26602, -2.76611, 0.11601], [1.31127, -1.56784, 0.84593], [2.14898, -4.39829, -0.00926], [2.04222, -3.76792, 1.64265], [3.28777, -3.17002, 0.55296]],
  "forces_ev_per_a": [[0.15, -0.51, 0.44], [-0.09, -0.17, -0.02], [0.08, -0.19, 0.06], [0.26, -0.11, -0.34], [-0.05, 0.11, -0.10], [-0.11, 0.02, -0.11], [-0.09, 0.14, 0.03], [0.04, -0.01, 0.03], [0.06, -0.09, -0.04], [-0.05, 0.14, 0.09], [0.13, -0.04, 0.16], [-0.20, 0.00, -0.26], [-0.08, 0.11, 0.63], [-0.01, -0.16, -0.03], [-0.15, 0.20, -0.46], [0.00, 0.15, 0.05], [0.05, -0.03, -0.04], [-0.01, -0.01, -0.02], [-0.02, 0.01, -0.01], [0.03, -0.05, -0.06], [0.18, -0.41, -0.21], [0.23, 0.41, -0.64], [-0.47, 0.30, 0.81], [0.10, -0.07, -0.03], [-0.02, 0.06, 0.04], [-0.04, 0.11, 0.04], [0.13, 0.04, 0.12], [-0.09, 0.09, -0.07], [-0.11, 0.13, 0.09], [0.02, 0.03, 0.01], [0.07, -0.08, 0.06], [-0.02, 0.00, 0.01], [-0.01, 0.02, 0.00], [-0.03, 0.02, 0.01], [0.02, -0.03, -0.03], [-0.01, -0.02, -0.01], [-0.03, -0.04, -0.06], [0.15, -0.04, -0.06], [0.00, -0.02, 0.03], [0.06, -0.07, -0.04], [-0.01, 0.02, -0.02], [-0.03, 0.00, -0.03], [-0.02, 0.04, 0.00]],
  "nbo_charge": [1.644, -1.089, 1.536, -0.722, -1.414, -0.357, -0.220, -0.213, -0.238, -0.208, -0.250, 2.420, -1.011, -0.973, -1.134, 0.473, 0.216, 0.199, 0.201, 0.229, -0.987, 1.493, -0.684, -0.617, -0.240, -0.592, 0.373, -0.362, -0.609, -0.233, -0.609, 0.207, 0.206, 0.215, 0.206, 0.225, 0.422, 0.420, 0.240, 0.223, 0.199, 0.218, 0.197],
  "e_lumo_ev": 2.5600,
  "charge": -1,
  "orbital_gap_ev": 7.43,
  "homo_ev": -4.87,
  "total_energy_ev": -124235.6463,
  "multiplicity": 1
}